Record 1
Formula: C20H40F9N2O8V
Source: OMol25
Level of theory: wB97M-V/def2-TZVPD

```
! RIJCOSX wB97M-V def2-TZVPD def2/J DEFGRID3
* xyz 0 3
H 0.470 -4.033 -5.163
H -2.559 0.040 4.656
C 0.038 -1.053 2.883
C 5.220 -1.896 0.677
H -2.072 5.837 -3.548
H 5.531 -1.802 1.722
F 3.713 -0.487 3.051
C 5.460 -3.345 0.267
H -4.308 -0.331 4.426
C -1.605 4.859 -3.450
H -1.293 -4.213 -5.152
C -3.144 0.578 0.760
H 0.395 2.173 2.287
H 0.137 5.356 -2.373
F -4.733 1.142 -0.880
H 5.842 -1.256 0.041
H -2.908 1.655 0.740
C -0.898 -0.888 -2.958
C -0.511 -3.517 2.800
F 1.576 5.086 -0.544
F 5.182 0.633 1.933
H -1.710 -1.869 2.026
V -0.067 -0.185 0.095
C 3.380 -0.256 0.659
H -1.589 1.129 -2.691
C -0.407 -4.174 -4.518
O -0.500 -3.176 -3.524
F -5.493 0.771 1.101
O 2.071 -0.290 0.463
H -0.669 -2.973 0.300
C 0.312 3.127 -0.721
O -2.197 -0.057 0.031
H 3.940 0.241 -0.150
C -0.575 -1.897 -4.081
F -4.809 -0.893 -0.113
H -3.701 1.156 5.247
H -4.491 1.520 2.911
F 2.447 3.530 -1.757
H -0.262 3.637 0.074
F 2.410 3.286 0.365
C -4.545 0.381 0.216
H -0.784 -4.334 2.131
O -3.024 0.236 2.135
H -2.409 4.118 -3.449
H -1.117 -3.554 3.702
C -1.037 0.553 -3.430
H 6.528 -3.545 0.393
H 1.060 -0.808 -2.411
H -2.829 2.041 3.189
C -3.550 0.447 4.430
C 0.324 1.307 2.938
O -0.297 3.408 -1.976
O 0.118 1.808 -0.519
H -0.986 4.666 -4.327
H 1.326 1.125 3.332
C 1.716 3.764 -0.666
N 0.188 -0.995 -1.912
H -0.096 1.058 -3.648
H 0.535 -3.676 3.076
C -0.661 -2.159 2.084
H -1.218 5.165 -1.316
H 4.947 -4.031 0.937
N -0.092 -2.228 0.711
H 0.334 -1.588 -4.613
C -0.748 4.734 -2.206
C 3.875 0.327 1.986
H 1.054 -1.298 3.201
H -1.626 0.579 -4.353
H -0.197 -5.132 -4.044
H -1.403 -1.741 -4.785
F 3.226 1.468 2.260
H 0.226 -2.021 -1.891
H 0.730 -2.831 0.841
H -1.822 -1.215 -2.481
H -0.339 1.503 3.782
H 5.257 -3.430 -0.799
O 3.849 -1.616 0.498
C -3.474 1.161 3.097
H -0.553 -1.000 3.804
O -0.111 0.185 2.188
*
```

The total energy comes out at -3340.328113 Ha.

Okay, here come the Mulliken numbers, in e, for every atom: 0.339, 0.180, -0.994, -0.279, 0.402, 0.280, -0.298, -1.315, 0.307, -1.273, 0.314, -0.316, 0.106, 0.267, -0.250, 0.279, 0.115, 0.446, -1.630, -0.291, -0.297, -0.056, 1.220, -0.339, 0.116, -0.837, -0.249, -0.296, -0.563, 0.473, -0.371, -0.938, 0.237, -0.891, -0.272, 0.419, 0.459, -0.290, 0.238, -0.149, 0.786, 0.423, -0.200, 0.279, 0.428, -1.474, 0.396, 0.307, 0.259, -1.261, -1.038, -0.092, -0.233, 0.283, 0.309, 0.681, -0.098, 0.275, 0.419, 0.222, 0.352, 0.317, -0.034, 0.403, -0.299, 0.670, 0.374, 0.531, 0.254, 0.430, -0.183, 0.414, 0.230, 0.127, 0.311, 0.318, -0.258, -0.199, 0.545, 1.020


Record 2
Formula: H6Li7O15S3
Source: OMol25
Level of theory: wB97M-V/def2-TZVPD

```
! RIJCOSX wB97M-V def2-TZVPD def2/J DEFGRID3
* xyz 1 1
O 0.909 1.517 1.579
Li 0.794 -2.867 0.601
O -2.147 1.688 3.955
H 3.485 -0.248 0.065
S -3.162 -3.466 0.479
O -2.745 -3.167 -0.871
H -2.418 4.378 0.209
Li -0.470 3.679 -2.856
O 1.187 -3.971 -1.952
O 0.900 2.201 -0.754
O 2.246 -4.613 -3.999
Li -3.818 0.317 0.034
Li 3.173 0.678 3.537
H -2.098 5.587 -0.644
O -1.184 1.845 0.412
O -3.932 -4.646 0.454
O -3.863 -2.317 1.029
O 3.582 -3.645 -2.256
O 4.268 -0.121 -0.471
O 1.985 -2.305 -3.377
O -2.626 5.306 0.104
S 0.208 1.431 0.304
O 0.265 0.023 -0.096
H -2.032 1.970 3.048
S 2.285 -3.645 -2.899
Li 1.749 3.731 3.677
H 4.526 0.786 -0.308
Li -0.703 -1.367 -2.681
Li 3.246 3.966 -1.617
O -1.953 -3.590 1.280
H -1.658 0.867 4.015
*
```

The total energy comes out at -2379.014171 Ha.

Okay, here come the Mulliken numbers, in e, for every atom: -0.791, 0.843, -0.625, 0.277, 1.231, -0.659, 0.337, 0.744, -0.625, -0.748, -0.571, 0.886, 0.622, 0.251, -0.779, -0.595, -0.710, -0.570, -0.531, -0.659, -0.581, 1.380, -0.706, 0.316, 1.265, 0.531, 0.251, 0.860, 0.670, -0.638, 0.324


Which of these has the highest total energy? H6Li7O15S3